No. 1
The following is a DFT calculation (ωB97M-V with the def2-TZVPD basis set) of a 2-piece molecular cluster, C4H15N2O4P overall at a distorted geometry.

Each line ends with the Mulliken charge.
Element x y z (Å)
H1 3.77 1.80 0.03  0.46
C1 1.42 -1.24 0.56  -0.86
O1 -2.04 1.69 -1.69  -0.56
H2 -0.11 -0.50 -1.41  0.39
H3 2.05 -1.08 1.45  0.30
N1 -2.44 -0.91 -1.54  -0.92
H4 1.69 -1.90 -1.38  0.28
H5 4.05 0.96 1.39  0.45
C2 -0.86 -0.34 1.17  -0.74
H6 3.25 2.37 1.46  0.44
H7 -2.84 0.29 1.60  0.20
C3 0.43 0.03 0.41  0.58
O2 -4.33 0.84 -0.72  -0.52
H8 -0.63 -0.29 2.25  0.42
H9 0.80 -2.14 0.71  0.44
C4 -2.04 0.63 0.92  -1.16
H10 2.77 -0.71 -0.92  0.19
N2 2.24 -1.51 -0.63  -0.61
O3 3.44 1.57 0.92  -0.50
O4 0.27 0.26 -0.97  -0.54
H11 -1.95 -1.53 -0.90  0.28
H12 0.93 0.89 0.88  -0.10
P1 -2.70 0.45 -0.76  1.03
H13 -1.38 1.31 -2.25  0.36
H14 -4.65 0.48 -1.55  0.32
H15 -1.13 -1.40 0.97  0.37

The calculation puts the LUMO energy at -0.10219 Eh. Its largest force on an atom is 2.7 eV/Å. The HOMO energy comes out at -5.28 eV. The frontier orbital gap is 2.50 eV.

***

No. 2
The following is a DFT calculation (ωB97M-V with the def2-TZVPD basis set) of a 4-piece molecular cluster, C4H15N2O5 overall at a distorted geometry.

Each line ends with the Mulliken charge.
Element x y z (Å)
N1 1.02 -0.32 0.01  -0.25
H1 -0.47 -2.41 -0.01  0.56
C1 -0.53 -0.12 -1.78  0.26
H2 1.39 0.57 0.34  0.31
C2 -1.74 -1.46 1.56  -0.07
O1 -2.17 2.73 0.16  -0.61
H3 -2.26 3.66 -0.07  0.29
H4 -2.26 -2.31 1.99  0.43
O2 1.94 -0.41 2.72  -0.58
H5 1.55 -0.54 -0.85  0.40
O3 -1.64 -0.43 2.18  -0.44
C3 -0.45 -0.24 -0.25  0.35
H6 1.30 -1.08 0.63  0.32
H7 3.66 0.12 -2.24  0.30
H8 2.65 -1.02 2.90  0.30
H9 -1.81 1.44 -1.56  0.16
H10 4.21 0.46 -0.76  0.29
H11 -0.90 0.62 0.23  0.36
C4 -1.12 -1.55 0.16  -1.20
O4 0.27 -0.68 -2.50  -0.61
H12 -1.67 0.97 -3.16  0.29
H13 -2.72 2.64 0.94  0.30
N2 -1.49 0.72 -2.20  -0.28
H14 1.71 0.20 3.42  0.29
H15 -1.93 -1.73 -0.56  0.42
O5 3.48 0.17 -1.30  -0.61

The calculation puts the LUMO energy at -0.09906 Eh. The total charge is +1. Its largest force on an atom is 1.6 eV/Å. The HOMO energy comes out at -13.67 eV. The frontier orbital gap is 10.97 eV.

***

No. 3
The following is a DFT calculation (ωB97M-V with the def2-TZVPD basis set) of a 2-piece molecular cluster, C4H15N2OS overall at a distorted geometry.

Each line ends with the Mulliken charge.
Element x y z (Å)
S1 3.26 1.02 -2.04  -0.18
N1 -0.91 0.98 0.88  -0.16
H1 0.96 0.10 1.34  0.23
H2 0.24 -2.22 2.56  0.20
N2 -0.53 -1.72 2.14  -0.47
H3 -1.57 0.97 0.09  0.17
H4 2.77 0.14 0.24  0.36
H5 -1.48 0.68 1.68  0.44
H6 -1.49 -1.39 0.43  0.36
H7 -0.57 1.94 0.94  0.36
C1 0.87 0.39 -0.73  -1.06
C2 -0.44 -1.40 0.73  -0.71
H8 0.75 1.48 -0.69  0.45
H9 2.42 2.06 -2.11  0.12
O1 -2.30 0.67 -1.61  -0.66
H10 -3.10 1.14 -1.29  0.30
H11 -0.03 -2.16 0.07  0.39
H12 -1.39 -2.06 2.53  0.21
H13 0.40 0.10 -1.67  0.37
H14 -2.87 0.16 -2.22  0.32
H15 2.48 -0.95 -1.09  0.35
C3 2.37 0.09 -0.77  -0.53
C4 0.17 -0.02 0.59  0.13

The calculation puts the LUMO energy at -0.12156 Eh. The total charge is +1. Its largest force on an atom is 2.2 eV/Å. The HOMO energy comes out at -12.05 eV. The frontier orbital gap is 8.74 eV.

***

No. 4
The following is a DFT calculation (ωB97M-V with the def2-TZVPD basis set) of a 2-piece molecular cluster, C4H15N2OS overall at a distorted geometry.

Each line ends with the Mulliken charge.
Element x y z (Å)
O1 -0.56 4.08 1.39  -0.67
C1 1.61 -0.37 0.54  -0.72
C2 0.99 1.09 0.49  -0.58
H1 -0.54 4.65 2.25  0.34
C3 -1.37 -1.76 -1.09  -0.76
H2 1.34 1.52 -0.45  0.35
H3 -0.68 0.22 1.29  0.39
H4 1.48 1.69 1.30  0.30
H5 0.32 -0.75 -1.92  0.25
H6 -0.89 1.88 0.76  0.33
H7 -1.74 -2.13 -0.10  0.36
H8 -1.37 -4.09 -1.64  0.15
H9 -1.85 -0.80 -1.22  0.38
H10 -0.78 0.54 -0.42  0.23
H11 1.06 -2.27 0.61  0.24
H12 -0.51 4.86 0.82  0.33
N1 -0.50 0.94 0.54  -0.16
S1 -1.94 -3.03 -2.33  -0.18
C4 0.11 -1.58 -1.13  -0.69
H13 2.61 -0.37 0.12  0.36
H14 0.67 -2.41 -1.63  0.53
H15 1.86 -0.50 1.62  0.43
N2 0.66 -1.42 0.21  -0.21

The calculation puts the LUMO energy at -0.11510 Eh. The total charge is +1. Its largest force on an atom is 3.1 eV/Å. The HOMO energy comes out at -12.11 eV. The frontier orbital gap is 8.98 eV.

***

No. 5
The following is a DFT calculation (ωB97M-V with the def2-TZVPD basis set) of a 2-piece molecular cluster, C4H15N2OS2 overall at a distorted geometry.

Each line ends with the Mulliken charge.
Element x y z (Å)
H1 0.87 -2.00 2.48  0.28
C1 -1.48 -2.11 0.23  -0.59
H2 2.99 -0.38 0.19  0.36
S1 -0.28 2.20 -0.17  0.01
C2 1.23 -0.21 -1.26  0.13
H3 1.01 -0.58 3.22  0.28
H4 2.08 -0.39 -1.91  0.40
H5 0.15 -1.59 -2.55  0.30
O1 1.06 -1.10 2.35  -0.60
N1 -0.23 -2.25 -0.55  -0.31
H6 -1.14 -1.83 1.31  0.15
N2 1.91 -0.46 0.15  -0.38
S2 -1.38 1.05 0.80  -0.12
H7 -2.13 -1.18 -0.01  0.05
H8 1.60 -1.40 0.59  0.40
C3 0.72 1.26 -1.46  -1.06
H9 0.21 1.36 -2.44  0.46
C4 0.07 -1.12 -1.48  -0.78
H10 -0.19 -3.13 -1.14  0.28
H11 1.59 2.00 -1.74  0.41
H12 -0.93 -0.61 -1.58  0.40
H13 -2.57 1.13 0.36  0.18
H14 1.66 0.36 0.77  0.36
H15 -2.06 -3.00 0.17  0.38

The calculation puts the LUMO energy at -0.11446 Eh. The total charge is +1. Its largest force on an atom is 4.8 eV/Å. The HOMO energy comes out at -12.53 eV. The frontier orbital gap is 9.42 eV.

***

No. 6
The following is a DFT calculation (ωB97M-V with the def2-TZVPD basis set) of a 3-piece molecular cluster, C4H15N3O overall at a distorted geometry.

Each line ends with the Mulliken charge.
Element x y z (Å)
H1 1.77 -0.87 -2.08  0.39
C1 -0.73 -0.41 2.95  -0.34
N1 -0.78 -1.89 2.88  -0.42
H2 1.48 -0.69 1.18  0.25
O1 0.92 2.72 -1.24  -0.85
H3 -2.06 1.02 -1.89  0.19
N2 0.92 -1.04 0.40  -0.56
H4 0.79 1.02 -0.17  0.34
H5 0.18 -1.59 0.81  0.32
H6 -0.15 -2.14 3.63  0.26
H7 -0.74 0.52 0.44  0.18
H8 -1.73 -2.17 3.12  0.29
H9 -0.66 -1.06 -1.69  0.37
H10 -1.79 -0.25 2.77  0.36
H11 1.54 0.86 -2.33  0.27
H12 0.09 -0.26 3.70  0.34
H13 0.87 3.68 -1.21  0.16
N3 -1.06 1.00 -1.99  -0.60
H14 -0.57 1.89 -1.73  0.32
C2 -0.20 -0.08 -1.55  0.10
C3 0.14 0.12 -0.09  -0.36
C4 1.07 -0.13 -2.43  -1.32
H15 0.72 -0.25 -3.47  0.32

The calculation puts the LUMO energy at -0.14325 Eh. Its largest force on an atom is 6.3 eV/Å. The HOMO energy comes out at -6.80 eV. The frontier orbital gap is 2.90 eV.

***

The highest HOMO belongs to which entry?
C4H15N2O4P

***

What is the HOMO in the third record?
-12.05 eV

***

Copy entry 5 word for word.
The following is a DFT calculation (ωB97M-V with the def2-TZVPD basis set) of a 2-piece molecular cluster, C4H15N2OS2 overall at a distorted geometry.

Each line ends with the Mulliken charge.
Element x y z (Å)
H1 0.87 -2.00 2.48  0.28
C1 -1.48 -2.11 0.23  -0.59
H2 2.99 -0.38 0.19  0.36
S1 -0.28 2.20 -0.17  0.01
C2 1.23 -0.21 -1.26  0.13
H3 1.01 -0.58 3.22  0.28
H4 2.08 -0.39 -1.91  0.40
H5 0.15 -1.59 -2.55  0.30
O1 1.06 -1.10 2.35  -0.60
N1 -0.23 -2.25 -0.55  -0.31
H6 -1.14 -1.83 1.31  0.15
N2 1.91 -0.46 0.15  -0.38
S2 -1.38 1.05 0.80  -0.12
H7 -2.13 -1.18 -0.01  0.05
H8 1.60 -1.40 0.59  0.40
C3 0.72 1.26 -1.46  -1.06
H9 0.21 1.36 -2.44  0.46
C4 0.07 -1.12 -1.48  -0.78
H10 -0.19 -3.13 -1.14  0.28
H11 1.59 2.00 -1.74  0.41
H12 -0.93 -0.61 -1.58  0.40
H13 -2.57 1.13 0.36  0.18
H14 1.66 0.36 0.77  0.36
H15 -2.06 -3.00 0.17  0.38

The calculation puts the LUMO energy at -0.11446 Eh. The total charge is +1. Its largest force on an atom is 4.8 eV/Å. The HOMO energy comes out at -12.53 eV. The frontier orbital gap is 9.42 eV.